Density functional theory data (the ωB97M-V functional and the def2-TZVPD basis) for H22HeO11 as an isolated structure.

The calculation puts the HOMO-LUMO gap at 9.6 eV. The total charge is 0. The energy above the lowest of the compared OMol25 structures with the same formula, charge and spin comes out at 1.054 eV.

CARTESIAN COORDINATES (ANGSTROEM)
He  0.39  0.38  0.49
O  -0.28  0.60  -2.84
H  -0.12  -0.34  -2.71
H  -0.32  0.71  -3.79
O  0.33  -2.60  -0.05
H  -0.32  -1.90  -0.07
H  -0.18  -3.39  0.11
O  2.76  -0.96  -0.09
H  2.55  -0.13  0.33
H  2.01  -1.52  0.11
O  -1.71  0.91  2.25
H  -1.36  0.08  2.55
H  -2.61  0.72  2.01
O  -1.88  2.09  -1.11
H  -2.04  1.31  -0.57
H  -1.40  1.77  -1.87
O  2.10  2.39  -2.73
H  1.42  1.73  -2.88
H  1.86  2.79  -1.89
O  2.52  1.67  1.29
H  2.49  2.44  0.73
H  1.68  1.68  1.75
O  -2.31  -1.12  -0.54
H  -2.60  -1.17  -1.45
H  -2.78  -1.82  -0.09
O  0.44  2.56  2.96
H  -0.27  1.94  3.11
H  1.10  2.34  3.62
O  -0.94  -1.53  3.27
H  -1.04  -1.89  4.16
H  -0.87  -2.31  2.71
O  0.46  -2.13  -3.12
H  0.33  -3.01  -3.48
H  0.59  -2.28  -2.18


Density functional theory data (the ωB97M-V functional and the def2-TZVPD basis) for an isolated ion of composition C3H7N2O and charge +1 in a non-equilibrium geometry.

The calculation puts the HOMO-LUMO gap at 8.9 eV. The total charge is +1. Its SMILES is C/[NH+]=C(/C)N=O. The energy above the lowest of the compared OMol25 structures with the same formula, charge and spin comes out at 4.922 eV.

CARTESIAN COORDINATES (ANGSTROEM)
C  -0.87  -1.74  0.00
N  -0.72  -0.27  -0.05
C  0.33  0.40  -0.14
C  0.36  1.83  0.09
N  1.59  -0.40  0.26
O  2.53  -0.49  -0.39
H  -1.00  -2.06  -1.12
H  -1.83  -1.84  0.56
H  0.11  -2.03  0.29
H  -1.54  0.32  0.03
H  -0.31  1.99  0.94
H  -0.08  2.23  -0.85
H  1.43  2.06  0.40


Density functional theory data (the ωB97M-V functional and the def2-TZVPD basis) for one molecule with the formula C15H21NO3 in a non-equilibrium geometry.

The calculation puts the HOMO-LUMO gap at 8.6 eV. The total charge is 0. Its SMILES is O=C(CCCOc1ccccc1)NC[C@@H]1CCCO1. The energy above the lowest of the compared OMol25 structures with the same formula, charge and spin comes out at 13.570 eV.

CARTESIAN COORDINATES (ANGSTROEM)
O  1.15  0.29  1.94
C  1.25  -0.02  0.68
C  0.10  0.63  -0.21
C  -1.38  0.82  0.44
C  -2.22  1.59  -0.58
O  -3.58  1.64  0.07
C  -4.35  0.68  -0.34
C  -4.00  -0.69  -0.71
C  -5.02  -1.92  -0.64
C  -6.19  -1.38  -0.01
C  -6.57  -0.36  0.74
C  -5.53  0.66  0.64
N  2.11  -0.83  0.14
C  3.05  -1.70  0.77
C  4.37  -0.94  0.39
C  4.53  0.54  0.81
C  5.27  1.29  -0.28
C  4.76  0.08  -1.55
O  4.46  -1.06  -0.78
H  0.46  1.57  -0.70
H  -0.03  0.10  -1.13
H  -1.18  1.29  1.50
H  -1.68  -0.22  0.53
H  -2.21  1.21  -1.59
H  -1.85  2.52  -0.94
H  -3.20  -0.97  -1.22
H  -4.84  -2.80  -1.13
H  -6.93  -2.30  0.09
H  -7.46  -0.19  1.02
H  -5.74  1.76  0.98
H  2.05  -1.11  -0.86
H  2.78  -1.40  2.03
H  2.92  -2.73  0.93
H  5.28  -1.48  0.89
H  5.17  0.57  1.83
H  3.57  0.94  1.10
H  5.06  2.26  -0.53
H  6.43  0.74  -0.15
H  5.42  0.26  -2.26
H  3.77  0.68  -1.90


Density functional theory data (the ωB97M-V functional and the def2-TZVPD basis) for a 2-piece molecular cluster, C6H22N3Si2 overall in a non-equilibrium geometry.

The calculation puts the HOMO-LUMO gap at 9.2 eV. The total charge is +1. The energy above the lowest of the compared OMol25 structures with the same formula, charge and spin comes out at 0.686 eV.

CARTESIAN COORDINATES (ANGSTROEM)
C  1.52  -0.02  -2.00
C  1.66  -1.74  0.63
C  3.86  0.58  -0.03
C  -1.67  2.62  0.66
C  -1.10  0.36  3.00
C  -1.34  -0.01  -0.14
N  -2.52  -2.23  -2.01
N  0.91  1.12  0.67
N  -2.44  -0.08  -0.77
Si  2.06  0.01  -0.19
Si  -0.68  1.15  1.32
H  2.03  -0.75  -2.62
H  0.47  -0.31  -2.09
H  1.65  1.05  -2.36
H  1.38  -1.42  1.60
H  0.85  -2.18  0.01
H  2.56  -2.37  0.60
H  4.24  0.57  0.97
H  4.46  -0.28  -0.49
H  4.16  1.36  -0.62
H  -1.38  3.66  0.98
H  -1.60  2.80  -0.37
H  -2.75  2.43  0.93
H  -0.38  0.83  3.73
H  -2.07  0.49  3.19
H  -0.95  -0.68  3.21
H  -0.64  -0.76  -0.29
H  -3.36  -2.76  -1.64
H  -1.83  -2.92  -2.17
H  1.51  1.70  1.21
H  -2.88  -2.02  -2.87
H  -2.49  -0.85  -1.45
H  -3.22  0.65  -0.61


Look up the total charge of the fourth one.
+1


Number 3 is which compound?
C15H21NO3


What is the total charge in the third record?
0


Look up the total charge of the first one.
0